CH4N2P2 | ωB97M-V/def2-TZVPD

Calculated values
strongest force on any atom	4.0	eV/A
relative energy (zero: lowest compared OMol25 entry of this formula, charge and spin)	33.28	kcal/mol
orbital gap	0.311	hartree
E	-832.6318	Eh

Structure (ORCA input):
```
! RIJCOSX wB97M-V def2-TZVPD def2/J DEFGRID3
* xyz 0 1
C 0.7703 -0.5782 1.3196
N 1.0363 0.4824 1.9154
N -1.1222 -0.0654 -0.4444
P 1.3414 -1.9355 0.3989
P -0.8585 -1.4162 0.5872
H 0.4432 1.2330 2.3007
H -1.9586 0.2297 -0.7555
H -0.6194 0.6527 -0.0012
H 1.7483 -0.9036 -0.4544
*
```

Here is what Löwdin gives for the atomic charges, in e: -0.957, 0.025, -0.269, 0.652, 0.640, 0.063, -0.034, -0.026, -0.093